# 1
{"formula": "C15H23F9MnNO3P2", "method": "ωB97M-V/def2-TZVPD", "total_charge": 1, "multiplicity": 6, "orbital_gap_ha": [0.2732, 0.2618], "homo_energy_ev": [-12.13, -12.93], "elements": ["Mn", "P", "C", "C", "N", "C", "C", "C", "C", "C", "P", "H", "H", "H", "H", "H", "H", "H", "H", "O", "H", "H", "O", "H", "C", "H", "H", "H", "C", "H", "H", "H", "C", "H", "H", "H", "C", "H", "H", "H", "F", "C", "F", "F", "C", "O", "C", "F", "F", "F", "C", "F", "F", "F"], "coordinates": [[-0.022, -0.135, 0.213], [-2.285, 0.435, -0.319], [-2.142, 0.892, -2.013], [-0.883, 1.317, -2.461], [0.240, 1.084, -1.667], [1.455, 1.430, -2.122], [1.620, 2.132, -3.314], [0.511, 2.439, -4.107], [-0.733, 1.994, -3.695], [2.686, 1.065, -1.303], [2.351, -0.397, -0.258], [-1.643, 2.214, -4.242], [2.636, 2.433, -3.565], [0.633, 3.034, -5.010], [3.567, 0.893, -1.949], [2.920, 1.866, -0.576], [-2.209, -1.233, -3.797], [-2.989, 1.018, -2.694], [-0.709, -3.504, -2.484], [-2.006, -2.173, -3.997], [-2.587, -2.421, -4.743], [-0.283, -1.737, -0.105], [-0.325, -3.925, -1.689], [0.473, -3.404, -1.448], [2.816, -1.779, -1.333], [3.855, -1.695, -1.667], [2.666, -2.685, -0.737], [2.129, -1.792, -2.183], [3.625, -0.338, 1.010], [3.500, -1.245, 1.602], [4.643, -0.272, 0.615], [3.394, 0.511, 1.654], [-3.021, 1.845, 0.557], [-4.007, 2.065, 0.126], [-3.088, 1.616, 1.629], [-2.356, 2.704, 0.408], [-3.409, -0.968, -0.111], [-3.546, -1.130, 0.967], [-4.373, -0.772, -0.597], [-2.927, -1.850, -0.547], [1.244, -2.039, 3.546], [1.208, -0.803, 4.115], [1.151, -0.968, 5.468], [2.412, -0.225, 3.833], [0.005, 0.050, 3.550], [0.145, 0.169, 2.226], [-1.351, -0.656, 3.997], [-1.470, -0.700, 5.359], [-2.460, -0.019, 3.519], [-1.431, -1.931, 3.535], [0.078, 1.537, 4.088], [0.069, 1.619, 5.452], [1.201, 2.162, 3.645], [-0.975, 2.271, 3.624]], "lowdin_charge": [0.571, 0.814, -0.169, -0.328, 0.032, -0.302, 0.010, -0.007, 0.010, -0.254, 0.841, 0.125, 0.130, 0.128, 0.112, 0.114, 0.022, 0.106, 0.015, -0.064, 0.064, 0.051, -0.088, -0.010, -0.241, 0.064, 0.057, 0.050, -0.229, 0.057, 0.071, 0.049, -0.202, 0.066, 0.048, 0.060, -0.225, 0.060, 0.062, 0.045, 0.140, -0.471, 0.151, 0.127, -0.309, -0.251, -0.462, 0.149, 0.121, 0.146, -0.475, 0.147, 0.140, 0.133]}


# 2
{"formula": "C15H23F9NO3P2Tl", "method": "ωB97M-V/def2-TZVPD", "total_charge": 2, "orbital_gap_ha": [0.1847, 0.1908], "homo_energy_ev": [-15.77, -15.61], "relative_energy_ev": 0.5767, "elements": ["Tl", "P", "C", "C", "N", "C", "C", "C", "C", "C", "P", "H", "H", "H", "H", "H", "H", "H", "H", "O", "H", "H", "O", "H", "C", "H", "H", "H", "C", "H", "H", "H", "C", "H", "H", "H", "C", "H", "H", "H", "F", "C", "F", "F", "C", "O", "C", "F", "F", "F", "C", "F", "F", "F"], "coordinates": [[-0.815, -0.469, 1.582], [-1.492, -0.828, -1.381], [-0.649, -2.162, -2.286], [0.846, -1.877, -2.345], [1.334, -1.068, -1.400], [2.633, -0.745, -1.422], [3.513, -1.247, -2.386], [3.025, -2.104, -3.358], [1.670, -2.423, -3.344], [3.122, 0.198, -0.359], [1.951, 0.237, 1.072], [1.234, -3.061, -4.105], [4.560, -0.963, -2.369], [3.675, -2.515, -4.120], [4.121, -0.118, -0.024], [3.166, 1.236, -0.729], [-0.854, -3.068, -1.684], [-1.071, -2.239, -3.298], [-0.128, -3.842, 2.890], [-0.212, -4.003, 1.923], [-0.206, -4.981, 1.851], [0.041, -1.089, 4.631], [0.612, -1.893, 4.547], [0.878, -2.103, 5.469], [2.888, -0.945, 2.105], [3.928, -0.585, 2.136], [2.466, -1.052, 3.117], [2.849, -1.926, 1.606], [2.573, 1.774, 1.821], [2.096, 1.914, 2.800], [3.667, 1.739, 1.932], [2.286, 2.611, 1.167], [-1.723, 0.339, -2.765], [-2.222, -0.151, -3.614], [-2.305, 1.201, -2.411], [-0.732, 0.697, -3.064], [-3.189, -1.504, -1.371], [-3.856, -0.756, -0.912], [-3.532, -1.759, -2.383], [-3.165, -2.401, -0.732], [-2.432, 3.603, -1.593], [-3.111, 3.192, -0.485], [-3.908, 4.233, -0.108], [-3.950, 2.178, -0.853], [-2.112, 2.654, 0.661], [-1.373, 1.626, 0.178], [-1.109, 3.835, 1.051], [-1.764, 4.916, 1.571], [-0.228, 3.381, 1.997], [-0.366, 4.273, -0.001], [-2.967, 2.153, 1.897], [-3.811, 3.088, 2.395], [-3.716, 1.049, 1.573], [-2.140, 1.748, 2.927]], "lowdin_charge": [1.022, 0.943, -0.246, -0.307, 0.094, -0.316, 0.012, -0.002, 0.019, -0.236, 0.902, 0.131, 0.133, 0.132, 0.118, 0.118, 0.115, 0.122, 0.033, -0.118, 0.065, 0.044, -0.099, 0.082, -0.227, 0.076, 0.042, 0.073, -0.220, 0.067, 0.088, 0.063, -0.194, 0.084, 0.037, 0.068, -0.212, 0.063, 0.084, 0.063, 0.152, -0.459, 0.164, 0.130, -0.294, -0.272, -0.455, 0.167, 0.115, 0.159, -0.478, 0.185, 0.111, 0.060]}


# 3
{"formula": "C15H23IN2SiSn", "method": "ωB97M-V/def2-TZVPD", "orbital_gap_ha": [0.1777, 0.1777], "homo_energy_ev": [-5.85, -5.85], "relative_energy_ev": 0.0000, "elements": ["C", "C", "H", "H", "H", "H", "H", "H", "C", "C", "C", "C", "H", "H", "H", "H", "N", "C", "C", "N", "C", "C", "C", "H", "H", "C", "H", "H", "Sn", "I", "C", "Si", "C", "C", "H", "H", "H", "H", "H", "H", "H", "H", "H"], "coordinates": [[3.511, 4.558, 0.740], [4.689, 3.658, 0.376], [3.215, 5.175, -0.112], [3.785, 5.238, 1.552], [2.633, 3.988, 1.055], [4.394, 2.867, -0.317], [5.482, 4.239, -0.102], [5.117, 3.190, 1.265], [-2.752, 1.419, -1.008], [-3.961, 1.364, -1.683], [-4.227, 0.272, -2.511], [-3.259, -0.717, -2.633], [-2.495, 2.253, -0.346], [-4.675, 2.177, -1.552], [-5.167, 0.192, -3.054], [-3.427, -1.595, -3.253], [-1.795, 0.474, -1.149], [-2.037, -0.600, -1.962], [-0.973, -1.585, -2.061], [0.167, -1.310, -1.373], [1.171, -2.217, -1.351], [-0.057, -3.694, -2.801], [1.092, -3.419, -2.052], [2.046, -1.953, -0.747], [1.926, -4.120, -1.998], [-1.103, -2.775, -2.794], [-2.031, -2.947, -3.328], [-0.152, -4.611, -3.379], [0.112, 0.630, -0.009], [-0.421, 3.336, 0.964], [-1.616, -1.699, 2.155], [-0.038, -0.710, 2.214], [-0.027, 0.486, 3.645], [1.458, -1.826, 2.295], [-2.498, -1.049, 2.064], [-1.703, -2.265, 3.097], [-1.615, -2.415, 1.323], [-0.041, -0.100, 4.576], [0.874, 1.114, 3.637], [-0.901, 1.149, 3.624], [1.464, -2.325, 3.276], [1.443, -2.597, 1.514], [2.391, -1.253, 2.202]], "lowdin_charge": [-0.183, -0.178, 0.062, 0.061, -0.010, 0.056, 0.057, 0.057, -0.149, -0.039, -0.045, -0.004, -0.022, 0.116, 0.114, 0.104, -0.079, -0.203, -0.220, -0.069, -0.128, -0.049, -0.047, 0.112, 0.111, -0.001, 0.102, 0.112, 0.577, 0.016, -0.252, 0.288, -0.260, -0.240, 0.030, 0.029, 0.021, 0.031, 0.030, 0.015, 0.035, 0.011, 0.034]}